Molecular formula: C27H30BrIrN5O
Method: DFT, ωB97M-V with the def2-TZVPD basis set

Geometry (Å):
H 2.58432 -1.47050 -3.16723
C 1.18272 2.57392 -0.36112
C 3.64810 2.10137 -0.66044
H 1.70252 -2.71343 0.26795
C 2.30053 4.84902 -0.30551
C 2.34759 1.69405 -0.30137
C -2.84102 0.83018 -0.64971
H 2.07018 5.88463 -0.08074
C -1.23292 1.33521 2.33444
C -1.36499 -2.53807 -0.74591
H 2.45508 -3.68741 -1.89299
H -1.81271 1.52882 -2.39620
H -2.20965 1.78648 6.01327
H -3.78658 0.52494 -1.09719
H 3.99080 -0.14423 0.59600
H 4.36250 1.29966 -0.77384
H -0.69547 -4.31969 -1.64568
C -0.08578 -0.49666 3.06815
Ir 0.03999 -0.07897 -0.01995
H 0.95918 -3.16135 -2.65699
C -1.58703 -3.79493 -1.33492
C -1.27996 0.81874 4.65054
C 3.08843 -0.55782 0.13645
H -0.92087 3.61746 -1.29448
N -0.45488 0.28157 2.03843
C -1.67074 1.64062 3.59784
N -1.92425 -0.29458 -0.60325
C -2.40371 -1.53110 -0.59766
H -2.30103 2.50510 3.75930
N 2.04364 0.45126 0.04541
H 2.72472 -1.31203 0.82236
N 0.02937 1.92453 -0.53485
C 4.15213 3.35638 -0.94855
N -0.15956 -2.10238 -0.37573
H -3.06024 1.19647 0.36101
H 5.17575 3.35534 -1.30630
C -4.06426 -4.15349 -1.22917
H 4.19611 5.46981 -0.98535
C -2.76981 -4.46832 -1.59893
H -2.64671 -5.41265 -2.11683
H -5.51805 -2.96147 -0.29320
C -3.76315 -1.83498 -0.35144
C -4.47695 -2.98942 -0.59433
C 1.24928 3.96171 -0.13809
H -4.82834 -4.88965 -1.44228
C 1.67397 -2.92313 -1.86513
C -2.23653 1.94817 -1.48123
Br 0.98374 -2.00391 2.75134
H 0.69976 -4.02812 -0.27400
H -1.50294 1.95984 1.50663
C 2.27757 -1.54654 -2.12354
H -1.59481 3.05964 0.22382
H 0.32057 4.40778 0.19283
C 3.57798 4.60716 -0.77465
H -3.02645 2.64429 -1.77001
C 0.98945 -2.99841 -0.49510
H 4.01469 -2.12919 -0.96391
H -0.13022 -0.91630 5.16980
H 1.49151 -0.79214 -1.99447
C 3.46430 -1.21635 -1.20958
C -1.17410 2.71824 -0.73042
C -0.46124 -0.26723 4.37356
H 4.15560 -0.57609 -1.75934
O -1.64442 1.01042 5.92161
H -4.32273 -1.03225 0.11087

Forces on the atoms, in the same order (eV/Å):
H 0.0 0.0 0.0
C 0.0 0.3 -0.1
C 0.1 0.1 -0.1
H 0.0 -0.1 0.0
C 0.1 0.0 -0.1
C -0.1 -0.1 0.3
C 0.1 -0.1 -0.1
H -0.1 0.0 -0.1
C 0.1 0.1 0.1
C 0.2 -0.2 0.2
H 0.0 0.0 0.0
H 0.0 0.0 0.0
H 0.0 0.0 0.0
H 0.0 -0.1 0.0
H 0.0 0.0 0.0
H 0.0 0.0 -0.1
H 0.0 0.0 0.0
C 0.1 -0.2 0.0
Ir -1.7 1.3 -0.3
H 0.0 0.0 0.0
C 0.0 0.0 0.0
C 0.0 0.0 0.1
C 0.2 0.1 -0.1
H 0.1 0.0 0.0
N 0.4 -0.3 -1.1
C 0.0 0.0 0.0
N 0.0 -0.3 0.7
C -0.4 0.0 0.0
H 0.0 0.0 0.0
N 0.2 -0.8 0.1
H 0.1 0.0 0.1
N 0.3 0.2 0.9
C 0.0 -0.2 0.1
N 0.9 -0.1 0.1
H -0.2 0.0 0.0
H 0.0 0.0 0.0
C -0.1 0.0 0.0
H 0.0 0.0 0.0
C 0.1 0.0 0.1
H 0.0 0.0 0.0
H 0.0 0.0 0.0
C 0.2 0.1 0.0
C 0.0 -0.1 -0.1
C 0.0 -0.1 0.0
H 0.0 0.0 0.0
C -0.2 0.2 0.1
C -0.2 0.1 0.1
Br -0.1 0.1 0.2
H 0.0 0.0 0.0
H 0.0 0.0 0.0
C 0.2 -0.3 0.0
H 0.0 0.3 -0.1
H 0.0 0.1 -0.1
C -0.1 0.1 0.0
H 0.0 0.0 0.0
C -0.2 -0.2 -0.1
H 0.0 0.0 -0.1
H 0.0 0.0 0.0
H 0.0 0.1 -0.2
C -0.2 0.2 0.0
C 0.2 -0.1 -0.3
C 0.0 0.1 -0.1
H 0.0 0.0 0.1
O 0.0 0.0 0.0
H 0.0 0.0 -0.1

E_HOMO (spin up / spin down) (Eh): -0.3434 / -0.3442
Charge: +1
Frontier orbital gap (spin up / spin down) (eV): 5.7 / 5.6
Electronic energy (eV): -110858.59518

Löwdin population analysis, charges in e, atoms 1 to 5: 0.1165, -0.2270, 0.0020, 0.0271, -0.0643

---

Molecular formula: C27H30BrN5O4SiW
Method: DFT, ωB97M-V with the def2-TZVPD basis set

Geometry (Å):
C 1.76438 4.41246 2.98292
W -0.34310 -0.17246 -0.05794
C -1.59996 2.58315 -2.60451
H -1.78115 0.34670 -5.00781
O 2.55238 2.29569 -1.56754
C -0.23702 1.61111 1.57957
H -4.50020 1.69314 -1.74698
C -0.01597 -3.27077 -3.59917
H -2.25138 -3.04915 3.09278
C 5.20434 0.02089 0.82225
N 0.27946 0.53572 2.20339
H 1.22360 -4.72203 -2.58261
C 0.73257 -3.76134 -2.52084
C -0.54730 -1.37208 -2.31085
C 2.19692 1.37637 -0.91098
H 1.31642 -2.97576 0.71698
H -1.31931 -1.69972 -4.29528
C -3.86616 0.81779 -1.59152
H -2.29246 3.32106 -3.01539
H -3.62864 -3.21897 -0.39347
H -0.08720 -3.85479 -4.50750
Si -2.37257 0.91385 -2.67536
H 2.68401 -3.37658 -0.32244
H 0.04879 6.07645 0.56681
H -1.54377 -1.02092 4.78438
H 0.07175 -0.38748 4.40445
O 0.89206 0.96849 -0.90879
H 6.27790 0.14759 0.85293
O -1.22167 1.41061 0.68562
O -1.87228 -1.58716 0.14874
H -0.66802 2.63586 -3.16950
C -0.92665 -1.43296 2.80055
H 5.13792 -1.44164 2.39996
H 2.49544 4.59203 3.75866
C -0.61475 -1.21105 4.24561
H -4.25777 -3.14804 1.27212
N 0.27321 -1.80027 -1.31812
C -2.69395 0.38605 -4.41092
H 1.42965 -4.57484 -0.02606
C 4.41917 0.75863 -0.05155
C -3.37421 -3.33034 0.65599
C 0.84772 -3.02722 -1.36455
N 2.43856 -0.36767 0.73049
C 0.30452 2.93256 1.78769
H 1.72754 6.45577 2.33587
H -0.87799 3.81683 0.22027
H -4.46817 -0.06872 -1.79902
H -0.18026 -2.12217 4.65819
C 1.32654 5.46304 2.18051
C 3.19621 -1.00528 1.60851
H -3.33335 1.15215 -4.85784
C 0.38082 5.25431 1.18482
H -1.38745 2.86842 -1.57345
C -1.80913 -2.37272 2.37565
C 4.58114 -0.86372 1.67682
H -3.22077 -0.56550 -4.49011
N -0.37607 -0.60092 1.85124
C -2.29170 -2.38455 1.04227
H -3.59609 0.80318 -0.53140
H -3.05472 -4.35451 0.86124
C 1.60976 -3.51204 -0.18083
C 1.26092 3.14196 2.78946
N -1.16060 -0.22131 -1.89383
C -0.69385 -2.07608 -3.50475
C -0.13725 3.98793 0.98595
H 1.59598 2.31946 3.40638
Br 2.44860 -2.17902 2.89115
H 4.82431 1.50618 -0.71840
C 3.06033 0.52442 -0.05087

Forces on the atoms, in the same order (eV/Å):
C 0.0 0.0 0.0
W 1.3 -0.5 -0.7
C 0.1 0.1 0.0
H 0.0 0.0 0.0
O 0.1 0.1 0.1
C -0.4 -0.1 -0.1
H 0.0 0.0 0.0
C 0.0 0.0 0.0
H 0.0 0.0 0.0
C 0.0 0.0 0.0
N -0.2 0.5 0.1
H 0.0 0.0 0.0
C 0.0 0.0 0.0
C -0.5 0.4 -0.2
C -0.3 -0.2 -0.3
H -0.1 0.0 -0.1
H 0.0 0.0 0.0
C -0.2 -0.1 0.2
H 0.0 0.0 0.0
H 0.0 0.0 0.0
H 0.0 0.0 0.0
Si 0.3 -0.2 0.2
H 0.0 0.0 0.0
H 0.0 0.0 0.0
H 0.0 0.0 0.0
H 0.0 0.0 0.0
O 0.3 0.1 0.4
H 0.0 0.0 0.0
O 0.0 0.1 0.1
O -0.1 -0.2 0.1
H 0.0 0.0 0.0
C 0.3 0.4 0.1
H 0.0 0.0 0.0
H 0.0 0.0 0.0
C 0.0 -0.1 -0.1
H 0.0 0.0 0.0
N -0.2 0.0 0.2
C 0.0 -0.1 -0.2
H 0.0 0.0 0.0
C 0.0 0.0 0.0
C 0.0 0.0 0.0
C 0.2 0.1 -0.2
N -0.2 -0.1 0.2
C 0.0 0.0 0.0
H 0.0 0.0 0.0
H 0.0 0.0 0.0
H 0.0 0.0 0.0
H 0.0 0.0 0.0
C 0.0 0.0 0.0
C 0.2 -0.1 -0.1
H 0.0 0.0 0.0
C 0.0 -0.1 0.0
H 0.0 0.0 0.0
C -0.1 -0.1 -0.2
C 0.0 0.0 0.0
H 0.0 0.0 0.0
N -0.2 -0.3 -0.2
C -0.1 -0.1 0.1
H 0.0 0.0 0.0
H 0.0 0.0 0.0
C 0.0 0.0 0.0
C 0.1 0.1 0.0
N -0.3 0.2 0.4
C 0.1 -0.1 0.1
C 0.0 0.1 0.1
H 0.0 0.0 0.0
Br -0.1 0.1 0.0
H 0.0 0.0 0.0
C 0.1 0.1 0.0

E_HOMO (Eh): -0.5208
Energy above the lowest of the compared OMol25 structures with the same formula, charge and spin (eV): 2.319
Charge: +2
Frontier orbital gap (eV): 5.9
Electronic energy (eV): -123860.71484

Löwdin population analysis, charges in e, atoms 1 to 5: -0.0398, 2.0130, -0.1466, 0.0474, 0.2034

---

Molecular formula: C27H30N10O2RuS2SeSi
Method: DFT, ωB97M-V with the def2-TZVPD basis set

Geometry (Å):
C -6.10973 -1.75812 1.94808
H 3.82877 0.21170 5.89808
H -7.94727 -0.79994 1.38368
C 5.32809 -0.55278 -1.94382
H -6.84416 0.79236 -0.15260
N -0.87154 1.53575 1.41171
C -0.44019 0.65498 -3.73084
C 5.42369 -1.85869 -1.43427
C 1.57668 0.14535 1.36174
H 5.57369 -1.51108 3.90719
N 3.96448 1.41982 -2.23476
C -0.99145 1.67090 2.69914
H 6.36184 -2.39232 -1.50617
C -1.29016 2.64677 0.71706
N -0.03128 -2.00024 -1.37249
C 4.34527 -2.45961 -0.83130
N -2.71525 -0.94229 0.69070
N -1.99744 -1.54074 1.54238
H 6.17110 -0.06567 -2.41495
C 2.48795 0.23757 2.16642
H 5.76871 1.81976 3.76136
C 3.07397 0.30562 5.11433
S -1.64030 3.21520 3.14984
C -2.90467 -2.99665 -3.07097
C -6.25898 0.05660 0.38295
H 4.15481 -2.20438 3.11553
H 5.31038 1.75510 2.05575
H -1.06758 0.71454 -4.61823
H 4.44111 -3.45556 -0.42136
N -3.68668 -2.13783 -2.41447
H -0.27755 -0.24350 3.28157
H -6.58803 -2.45028 2.62790
H -4.13471 -2.52774 2.31226
C 4.83060 -1.34709 3.12488
Si 3.87014 0.24698 3.40713
H 2.55241 1.25186 5.27028
H -2.11057 4.63084 1.21750
C -0.90842 1.62672 -2.70345
C -4.13110 -0.91564 0.89963
C -1.28214 2.62140 -0.74058
H -2.82139 -4.41606 -4.50139
H 2.35606 -0.50659 5.24041
H 0.14519 1.05605 4.39034
C -4.88466 0.01902 0.20294
N -0.71484 1.56227 -1.41665
O -2.22633 -0.32118 -0.35923
S -1.78072 3.03862 -3.18285
H -1.51237 0.44824 4.35787
C -1.73932 3.66055 1.50409
N 1.84765 0.25714 -1.23764
N -3.43390 -3.79020 -4.00983
H -3.32091 -1.67110 -1.57395
O -0.73727 -1.47633 1.37126
H 2.27028 -2.27648 -0.25672
H 5.34641 -1.31438 2.16304
C -0.64002 0.66832 3.74039
Se 2.30220 1.93618 -1.93709
H -0.45352 -0.35792 -3.33872
C -0.87160 -2.45643 -2.04390
H -4.40979 -3.77205 -4.24121
Ru 0.26736 -0.25293 -0.05464
C 4.12479 0.13823 -1.83694
C 4.92074 1.77065 3.07516
H 4.33527 2.68325 3.19710
C 2.98658 -0.50449 -1.24762
H -4.68372 -2.14486 -2.54610
H -4.38644 0.72290 -0.44949
C -6.87423 -0.83282 1.25029
C -1.88911 3.52990 -1.55093
C 3.11087 -1.79037 -0.72958
N -1.60438 -3.11306 -2.86490
H 0.58801 0.87822 -4.02130
C -4.73721 -1.80741 1.77984
H -2.40131 4.43938 -1.28415

Forces on the atoms, in the same order (eV/Å):
C 0.0 0.0 0.0
H 0.0 0.0 0.0
H 0.0 0.0 0.0
C -0.2 0.5 -0.1
H 0.0 0.0 0.0
N 0.1 -0.2 -0.3
C 0.1 -0.1 0.0
C -0.1 -0.5 0.2
C -0.1 -0.3 -0.4
H 0.0 0.0 0.0
N 0.7 0.1 -0.3
C -0.1 0.4 0.0
H 0.0 0.0 0.0
C -0.1 0.1 0.4
N -0.6 0.1 -0.3
C 0.5 -0.1 -0.1
N 0.5 0.2 -0.2
N -0.3 0.0 0.3
H 0.0 0.0 0.1
C 0.1 0.0 0.1
H 0.0 0.0 0.0
C 0.2 0.0 -0.2
S 0.1 -0.2 -0.2
C 0.4 0.0 0.2
C 0.0 -0.1 0.0
H 0.0 0.0 0.0
H 0.0 0.0 0.0
H 0.0 0.0 0.0
H 0.0 0.0 0.0
N 0.0 0.3 0.7
H 0.0 0.0 0.0
H 0.0 0.0 0.0
H 0.0 0.0 0.0
C -0.2 0.2 0.1
Si -0.1 0.1 0.0
H 0.0 0.0 0.0
H 0.0 0.0 -0.1
C -0.3 0.4 -0.2
C -0.6 0.0 0.2
C -0.3 0.2 -0.3
H 0.0 0.0 0.0
H 0.0 0.0 0.0
H 0.0 0.0 0.0
C 0.2 0.1 -0.1
N 0.2 -0.2 0.2
O 0.0 -0.3 0.1
S 0.2 -0.3 0.2
H 0.0 0.0 0.0
C 0.0 0.0 0.0
N 0.0 -0.4 0.4
N -0.1 0.1 0.0
H -0.1 0.0 -0.7
O 0.4 0.2 -0.4
H 0.0 0.0 0.0
H 0.0 0.0 0.0
C 0.0 0.0 0.1
Se -0.6 0.2 0.3
H 0.0 0.0 0.0
C 0.6 -0.2 0.3
H 0.0 0.0 0.0
Ru -0.3 0.4 0.5
C 0.0 -0.3 0.1
C -0.1 -0.3 0.1
H 0.0 0.0 0.0
C 0.2 -0.2 -0.1
H 0.0 0.0 0.0
H 0.0 0.0 0.0
C -0.1 0.1 -0.1
C 0.0 0.0 -0.1
C -0.3 0.5 -0.2
N -0.3 -0.3 -0.5
H 0.0 0.0 0.0
C 0.1 0.0 -0.1
H 0.0 -0.1 0.1

E_HOMO (spin up / spin down) (Eh): -0.3398 / -0.3875
Energy above the lowest of the compared OMol25 structures with the same formula, charge and spin (eV): 0.793
Charge: +1
2S+1: 6
Expectation value of S²: 8.806
Frontier orbital gap (spin up / spin down) (eV): 6.9 / 5.2
Electronic energy (eV): -144947.22328

Löwdin population analysis, charges in e, atoms 1 to 5: -0.0665, 0.0319, 0.1091, 0.0286, 0.1088

---

Look up the charge of the third one.
+1

---

Which of these has the highest electronic energy?
C27H30BrIrN5O

---

Which value of charge does entry 2 give?
+2

---

The highest charge belongs to which entry?
C27H30BrN5O4SiW